Density functional theory data (the ωB97M-V functional and the def2-TZVPD basis) for a 2-piece molecular cluster, C6H16 overall at a distorted geometry.

Positions of all 22 atoms, in Å:
1 C 3.340 -0.492 1.122
2 C 3.135 0.951 1.564
3 H 2.554 -1.028 0.496
4 H 4.234 -0.438 0.529
5 H 3.628 -1.149 1.979
6 H 3.013 1.186 2.601
7 H 3.896 1.789 1.163
8 H 2.343 1.362 0.912
9 C -2.095 0.127 -1.046
10 C -0.652 0.447 -1.057
11 C -2.306 -1.345 -1.446
12 C -2.656 0.351 0.373
13 H -2.759 0.736 -1.675
14 H -0.438 1.339 -0.536
15 H -2.500 -1.643 -2.492
16 H -1.285 -1.771 -1.240
17 H -3.079 -1.933 -0.889
18 H -2.361 1.330 0.811
19 H -3.681 0.207 0.221
20 H -2.218 -0.324 1.062
21 H -0.088 0.489 -2.011
22 H -0.024 -0.191 -0.444

The value obtained for the HOMO-LUMO gap (spin up / spin down) is 2.7 / 11.4 eV. The strongest force on any atom comes out at 3.68 eV/Å. The value obtained for the total energy is -238.08893 hartree. Its energy above the lowest of the compared OMol25 structures with the same formula, charge and spin is 117.6 kJ/mol. As for the HOMO energy (spin up / spin down): 1.42 / -7.35 eV. The total charge is -1. As for the spin multiplicity: 2.


Density functional theory data (the ωB97M-V functional and the def2-TZVPD basis) for a 2-piece molecular cluster, C6H16 overall at a distorted geometry.

Positions of all 22 atoms, in Å:
1 C 2.610 -0.352 -0.106
2 C 2.113 -1.432 0.836
3 C 0.719 -1.227 1.442
4 H 3.191 0.439 0.378
5 H 1.777 0.198 -0.531
6 H 3.259 -0.779 -0.865
7 H 2.067 -2.389 0.294
8 H 2.808 -1.822 1.592
9 H 0.008 -1.888 0.929
10 H 0.623 -1.364 2.517
11 H 0.243 -0.262 1.226
12 C -0.936 1.649 0.059
13 C -2.292 1.263 -0.543
14 C -2.195 0.215 -1.642
15 H -0.976 1.993 1.095
16 H -0.229 2.218 -0.539
17 H -0.505 0.663 0.259
18 H -2.966 0.931 0.251
19 H -2.789 2.192 -0.855
20 H -1.295 -0.396 -1.558
21 H -3.071 -0.434 -1.572
22 H -2.165 0.583 -2.665

The value obtained for the HOMO-LUMO gap is 11.9 eV. The strongest force on any atom comes out at 2.03 eV/Å. The value obtained for the total energy is -238.15693 hartree. Its energy above the lowest of the compared OMol25 structures with the same formula, charge and spin is 104.0 kJ/mol. As for the HOMO energy: -10.78 eV.


Density functional theory data (the ωB97M-V functional and the def2-TZVPD basis) for a 2-piece molecular cluster, C6H16 overall at a distorted geometry.

Positions of all 22 atoms, in Å:
1 C 1.813 0.608 0.612
2 C 1.101 0.992 -0.698
3 C 0.052 2.082 -0.625
4 C 1.977 1.257 -1.899
5 H 2.437 -0.225 0.398
6 H 1.047 0.206 1.352
7 H 2.225 1.491 1.095
8 H 0.431 0.057 -1.043
9 H -0.913 1.803 -0.986
10 H -0.079 2.654 0.331
11 H 0.404 2.835 -1.338
12 H 1.375 1.393 -2.783
13 H 2.615 2.137 -1.775
14 H 2.795 0.521 -2.124
15 C -2.002 -1.931 0.525
16 C -2.322 -2.523 1.863
17 H -2.284 -2.633 -0.285
18 H -2.506 -0.939 0.426
19 H -0.995 -1.584 0.435
20 H -3.359 -2.260 2.106
21 H -1.582 -2.329 2.658
22 H -2.230 -3.611 1.755

The value obtained for the HOMO-LUMO gap is 11.6 eV. The strongest force on any atom comes out at 3.73 eV/Å. The value obtained for the total energy is -238.15620 hartree. Its energy above the lowest of the compared OMol25 structures with the same formula, charge and spin is 105.9 kJ/mol. As for the HOMO energy: -10.57 eV.


Density functional theory data (the ωB97M-V functional and the def2-TZVPD basis) for a 2-piece molecular cluster, C6H16 overall at a distorted geometry.

Positions of all 22 atoms, in Å:
1 C -0.538 0.963 0.503
2 C 0.547 2.126 0.592
3 C 1.590 1.802 1.728
4 C 1.111 2.386 -0.751
5 H -1.378 1.149 -0.218
6 H -0.952 1.032 1.473
7 H 0.006 0.052 0.257
8 H 0.108 3.025 0.912
9 H 1.372 2.530 2.507
10 H 1.725 0.783 1.961
11 H 2.630 2.098 1.292
12 H 0.492 2.821 -1.552
13 H 1.835 3.143 -0.729
14 H 1.738 1.557 -1.087
15 C -0.801 -3.469 -0.382
16 C -1.744 -2.901 -1.419
17 H -0.326 -2.658 0.236
18 H -1.400 -4.001 0.401
19 H -0.004 -4.119 -0.789
20 H -1.582 -3.245 -2.471
21 H -2.731 -3.282 -1.001
22 H -1.698 -1.792 -1.465

The value obtained for the HOMO-LUMO gap is 11.9 eV. The strongest force on any atom comes out at 4.23 eV/Å. The value obtained for the total energy is -238.14522 hartree. Its energy above the lowest of the compared OMol25 structures with the same formula, charge and spin is 134.7 kJ/mol. As for the HOMO energy: -10.81 eV.


Density functional theory data (the ωB97M-V functional and the def2-TZVPD basis) for a 2-piece molecular cluster, C6H16 overall at a distorted geometry.

Positions of all 22 atoms, in Å:
1 C 0.984 0.527 1.398
2 C 2.091 -0.134 2.180
3 C 1.463 1.734 0.741
4 H 0.546 -0.202 0.666
5 H 0.167 0.758 1.986
6 H 2.156 0.415 3.066
7 H 1.954 1.442 -0.227
8 H 0.735 2.505 0.553
9 H 2.113 2.063 1.478
10 H 2.117 -1.256 2.359
11 H 2.968 -0.034 1.479
12 C -0.965 -0.591 -1.235
13 C -1.573 -0.326 -2.635
14 C -2.102 -1.206 -0.362
15 H -0.061 -1.244 -1.310
16 H -0.529 0.352 -0.924
17 H -1.723 0.761 -2.741
18 H -2.465 -2.177 -0.775
19 H -2.542 -0.726 -2.680
20 H -0.774 -0.659 -3.361
21 H -1.628 -1.460 0.638
22 H -2.930 -0.544 -0.294

The value obtained for the HOMO-LUMO gap (spin up / spin down) is 12.9 / 4.2 eV. The strongest force on any atom comes out at 4.29 eV/Å. The value obtained for the total energy is -237.74445 hartree. Its energy above the lowest of the compared OMol25 structures with the same formula, charge and spin is 145.7 kJ/mol. As for the HOMO energy (spin up / spin down): -15.68 / -14.91 eV. The total charge is +1. As for the spin multiplicity: 2.


Density functional theory data (the ωB97M-V functional and the def2-TZVPD basis) for C6H16BrNO2 as an isolated structure at a distorted geometry.

Positions of all 26 atoms, in Å:
1 C 1.315 6.246 1.625
2 C 1.838 5.415 0.468
3 O 2.791 5.925 -0.092
4 N 1.263 4.145 0.192
5 H 0.826 -0.001 0.410
6 H 1.554 3.791 -0.700
7 C 0.336 3.331 0.932
8 H 0.397 5.918 1.995
9 H 1.403 7.244 1.252
10 H 2.095 6.187 2.386
11 H -0.186 4.088 1.574
12 H 0.548 2.310 1.238
13 H -0.482 3.077 0.239
14 Br 0.714 -1.134 -1.261
15 C -1.422 -5.594 -1.850
16 C -0.818 -4.450 -1.079
17 C -1.727 -4.117 0.050
18 O 0.532 -4.695 -0.770
19 H -1.205 -5.541 -2.880
20 H -2.497 -5.608 -1.729
21 H -1.104 -6.493 -1.316
22 H -0.741 -3.623 -1.775
23 H -2.721 -4.212 -0.291
24 H -1.624 -3.080 0.405
25 H -1.672 -4.760 0.877
26 H 0.587 -4.367 0.099

The value obtained for the HOMO-LUMO gap is 7.5 eV. The strongest force on any atom comes out at 4.28 eV/Å. The value obtained for the total energy is -3017.33225 hartree. Its energy above the lowest of the compared OMol25 structures with the same formula, charge and spin is 235.2 kJ/mol. As for the HOMO energy: -9.71 eV.


Density functional theory data (the ωB97M-V functional and the def2-TZVPD basis) for C6H16ClIMoN2OPS as an isolated structure at a distorted geometry.

Positions of all 30 atoms, in Å:
1 C 2.643 2.007 -2.186
2 I 2.622 1.778 0.052
3 H 3.538 1.455 -2.468
4 H 2.814 3.080 -2.290
5 H 1.746 1.666 -2.699
6 Mo 0.388 0.561 0.170
7 P -0.741 -0.926 -1.104
8 C -2.111 -0.506 -2.216
9 C 0.539 -1.672 -2.150
10 H -0.652 -2.733 0.511
11 H -1.813 -3.065 -0.829
12 H -2.250 -1.932 0.494
13 C -1.432 -2.309 -0.130
14 H 1.293 -2.153 -1.515
15 H 0.038 -2.413 -2.785
16 H -2.374 -1.393 -2.808
17 H -1.825 0.322 -2.875
18 H 1.009 -0.896 -2.769
19 H -2.974 -0.201 -1.610
20 C -0.528 1.972 -0.884
21 O -1.155 2.772 -1.476
22 Cl 1.530 -1.265 1.258
23 N -0.825 0.115 4.422
24 C -0.220 0.773 3.433
25 N 0.929 1.402 3.652
26 S -1.036 0.951 1.903
27 H -0.303 -0.176 5.238
28 H -1.654 -0.433 4.200
29 H 1.439 1.837 2.890
30 H 1.363 1.383 4.574

The value obtained for the HOMO-LUMO gap (spin up / spin down) is 6.9 / 6.9 eV. The strongest force on any atom comes out at 8.54 eV/Å. The value obtained for the total energy is -1987.50680 hartree. Its energy above the lowest of the compared OMol25 structures with the same formula, charge and spin is 0.0 kJ/mol. As for the HOMO energy (spin up / spin down): -20.51 / -20.72 eV. The total charge is +3. As for the spin multiplicity: 3.


Density functional theory data (the ωB97M-V functional and the def2-TZVPD basis) for C6H16CsNO2 as an isolated structure at a distorted geometry.

Positions of all 26 atoms, in Å:
1 Cs -5.190 2.976 -0.655
2 C -1.777 -1.396 -1.717
3 O -0.690 -1.964 -1.000
4 C -0.886 -1.919 0.454
5 C 0.462 -1.986 1.138
6 N 1.233 -0.868 0.641
7 H 2.156 -1.307 0.371
8 H 0.776 -0.570 -0.207
9 C 1.167 0.312 1.485
10 C 1.534 1.506 0.588
11 O 0.690 1.445 -0.517
12 C 0.537 2.776 -1.094
13 H -2.746 -1.580 -1.272
14 H -1.723 -1.937 -2.654
15 H -1.554 -0.359 -1.969
16 H -1.470 -2.746 0.870
17 H -1.403 -0.984 0.659
18 H 0.985 -2.980 0.981
19 H 0.286 -1.736 2.130
20 H 1.692 -0.023 2.371
21 H 0.094 0.277 1.716
22 H 2.555 1.465 0.171
23 H 1.585 2.394 1.223
24 H 0.376 2.721 -2.174
25 H 1.523 3.212 -1.038
26 H -0.213 3.271 -0.503

The value obtained for the HOMO-LUMO gap is 9.8 eV. The strongest force on any atom comes out at 3.48 eV/Å. The value obtained for the total energy is -462.98479 hartree. As for the HOMO energy: -16.11 eV. The total charge is +2.


Density functional theory data (the ωB97M-V functional and the def2-TZVPD basis) for a 2-piece molecular cluster, C6H16N overall at a distorted geometry.

Positions of all 23 atoms, in Å:
1 C -2.572 1.375 0.381
2 C -2.392 -0.057 -0.164
3 C -1.009 -0.418 -0.387
4 C -0.556 -1.775 -0.537
5 C 0.555 -2.115 0.564
6 C 1.697 -1.119 0.528
7 N 1.312 0.109 1.187
8 H -3.608 1.590 0.612
9 H -2.216 2.143 -0.305
10 H -2.013 1.499 1.309
11 H -2.808 -0.729 0.591
12 H -2.978 -0.168 -1.083
13 H 0.412 0.524 0.983
14 H -0.425 0.172 -1.096
15 H 0.001 -1.929 -1.457
16 H -1.356 -2.484 -0.356
17 H 0.989 -3.100 0.492
18 H 0.072 -2.005 1.533
19 H 2.587 -1.473 1.049
20 H 2.021 -1.054 -0.520
21 H 5.401 4.851 -2.209
22 H 4.854 5.344 -2.300
23 H 2.031 0.821 1.184

The value obtained for the HOMO-LUMO gap is 6.5 eV. The strongest force on any atom comes out at 4.76 eV/Å. The value obtained for the total energy is -292.56992 hartree. Its energy above the lowest of the compared OMol25 structures with the same formula, charge and spin is 405.1 kJ/mol. As for the HOMO energy: -13.47 eV. The total charge is +1.


Density functional theory data (the ωB97M-V functional and the def2-TZVPD basis) for a 2-piece molecular cluster, C6H16N overall at a distorted geometry.

Positions of all 23 atoms, in Å:
1 C 2.426 -1.821 -0.482
2 C 1.789 -0.431 -0.476
3 C 0.955 -0.108 0.623
4 C 0.489 1.212 0.953
5 C -0.099 2.056 -0.211
6 C -1.436 1.468 -0.685
7 N -1.239 0.237 -1.470
8 H 3.409 -1.819 -0.012
9 H 1.805 -2.526 0.059
10 H 2.521 -2.189 -1.502
11 H 1.167 -0.321 -1.385
12 H 2.503 0.397 -0.594
13 H -0.915 -0.501 -0.853
14 H 1.065 -0.738 1.501
15 H -0.113 1.285 1.852
16 H 1.455 1.705 1.190
17 H -0.258 3.068 0.131
18 H 0.613 2.096 -1.033
19 H -1.986 2.185 -1.299
20 H -2.034 1.328 0.236
21 H -4.851 -3.596 2.629
22 H -5.125 -2.901 2.619
23 H -2.141 -0.088 -1.791

The value obtained for the HOMO-LUMO gap is 7.0 eV. The strongest force on any atom comes out at 3.18 eV/Å. The value obtained for the total energy is -292.58936 hartree. Its energy above the lowest of the compared OMol25 structures with the same formula, charge and spin is 354.1 kJ/mol. As for the HOMO energy: -13.74 eV. The total charge is +1.


Density functional theory data (the ωB97M-V functional and the def2-TZVPD basis) for a 2-piece molecular cluster, C6H16N overall at a distorted geometry.

Positions of all 23 atoms, in Å:
1 C 0.608 -0.194 -1.951
2 C 0.201 -0.783 -0.619
3 C -1.150 -0.386 -0.003
4 C -0.851 1.106 0.083
5 C 0.407 1.632 0.891
6 C 0.467 1.116 2.330
7 N -0.173 -2.775 -0.862
8 H -0.237 0.043 -2.602
9 H 0.835 0.857 -1.677
10 H 1.473 -0.615 -2.439
11 H 1.029 -0.865 0.134
12 H -1.949 -0.559 -0.699
13 H -1.450 -0.776 0.965
14 H -1.733 1.601 0.502
15 H -0.767 1.700 -0.862
16 H 1.399 1.512 0.395
17 H 0.259 2.692 1.006
18 H 0.692 0.076 2.571
19 H -0.494 1.292 2.777
20 H 1.278 1.677 2.775
21 H 0.819 -2.828 -1.125
22 H 0.087 -2.709 0.121
23 H -0.749 -2.815 -1.710

The value obtained for the HOMO-LUMO gap is 10.8 eV. The strongest force on any atom comes out at 5.79 eV/Å. The value obtained for the total energy is -292.60231 hartree. Its energy above the lowest of the compared OMol25 structures with the same formula, charge and spin is 320.1 kJ/mol. As for the HOMO energy: -14.80 eV. The total charge is +1.


Density functional theory data (the ωB97M-V functional and the def2-TZVPD basis) for C6H16N as an isolated structure at a distorted geometry.

Positions of all 23 atoms, in Å:
1 C -1.727 1.606 0.709
2 C -1.181 0.687 -0.315
3 C -0.049 -0.105 0.198
4 C 0.882 -0.636 -0.856
5 C 1.118 -2.104 -0.783
6 C 2.287 0.112 -0.912
7 N -2.283 -0.235 -0.755
8 H -2.517 2.303 0.311
9 H -2.179 1.077 1.625
10 H -0.928 2.235 1.214
11 H -0.807 1.181 -1.248
12 H 0.124 1.163 3.856
13 H -0.210 -0.750 1.077
14 H 0.499 -0.387 -1.808
15 H 0.108 -2.416 -0.445
16 H 1.689 -2.486 0.067
17 H 1.403 -2.512 -1.732
18 H 2.581 0.073 0.149
19 H 3.154 -0.176 -1.533
20 H 2.035 1.293 -1.099
21 H -2.081 -0.903 -1.530
22 H 0.429 1.869 3.752
23 H -2.348 -0.890 0.058

The value obtained for the HOMO-LUMO gap is 8.1 eV. The strongest force on any atom comes out at 4.53 eV/Å. The value obtained for the total energy is -292.53761 hartree. Its energy above the lowest of the compared OMol25 structures with the same formula, charge and spin is 490.0 kJ/mol. As for the HOMO energy: -15.34 eV. The total charge is +1.